Formula: C60H92CrGe4NO2
Source: the Open Molecules 2025 dataset
Level of theory: wB97M-V/def2-TZVPD

Gap between HOMO and LUMO (spin up / spin down), hartree: 0.2161 / 0.1839
M, g/mol: 1201.8
HOMO energy (spin up / spin down), eV: -9.663 / -9.655
Multiplicity: 5
Lowest unoccupied orbital energy (spin up / spin down), Eh: -0.1390 / -0.1710
Total charge: +1

```
160
Properties=species:S:1:pos:R:3:forces:R:3:lowdin_charge:R:1
Cr -0.095673 0.075431 0.216259 0.0504 0.1932 -0.5700 0.456
C -1.626003 -1.059757 -6.583492 -0.0112 -0.0115 -0.0197 -0.038
C -0.520942 -2.008318 -6.102483 0.0292 -0.0100 -0.0268 -0.550
C 0.831607 -1.529380 -6.649308 -0.0292 -0.0112 -0.0019 -0.036
C -0.805461 -3.402303 -6.662934 0.0110 0.0263 0.0170 -0.059
C -0.464914 -1.995973 -4.577036 0.0362 0.0888 0.0240 -0.146
C -0.293694 -0.799558 -3.913248 0.0084 -0.0412 0.0121 0.045
C -0.173622 -0.776264 -2.521378 -0.0105 -0.0267 -0.0413 -0.171
N -0.025886 0.339771 -1.725431 -0.0183 -0.0872 0.0920 0.031
C 0.146704 1.643499 -2.128690 0.0609 -0.0544 -0.0939 -0.197
C 0.599154 2.099845 -3.374668 0.0191 0.1736 -0.0190 0.024
C 0.742526 3.448402 -3.615048 -0.0003 -0.2327 -0.0091 -0.149
C 0.427596 4.335825 -2.577430 -0.0017 0.0433 0.0857 0.050
C 0.064228 3.940801 -1.302945 -0.0234 -0.0355 -0.0564 -0.085
C -0.042882 2.549611 -1.059064 0.0724 0.1611 0.0276 -0.286
O -0.249638 2.015189 0.137090 -0.0551 -0.1169 0.0671 -0.255
C -0.173507 4.962554 -0.200912 -0.0399 0.0320 0.0023 -0.515
C 0.044506 6.405864 -0.664905 -0.0106 -0.0290 -0.0048 -0.060
C -1.638818 4.854253 0.251151 0.0092 -0.0254 0.0133 -0.028
C 0.825279 4.714438 0.937674 0.0183 -0.0259 0.0648 -0.031
C 1.281338 3.915804 -4.964675 -0.0037 0.0083 -0.0201 -0.551
C 2.720180 3.406658 -5.123200 -0.0039 0.0034 -0.0219 -0.037
C 1.289015 5.438704 -5.092969 -0.0013 -0.0150 0.0113 -0.059
C 0.413007 3.342770 -6.092208 0.0164 0.0033 -0.0015 -0.039
C -0.367458 -1.960506 -1.754917 -0.0250 -0.0312 -0.0493 -0.261
O -0.381888 -1.755341 -0.433044 -0.1779 -0.1230 0.1740 -0.346
C -0.661932 -3.178740 -2.417716 0.0020 0.1163 0.0456 -0.076
C -0.615776 -3.147146 -3.807095 -0.0017 0.0405 0.0365 0.032
C -1.094309 -4.518863 -1.795520 0.0036 -0.0105 0.0045 -0.508
C -2.201618 -5.172584 -2.646419 -0.0017 0.0237 0.0238 -0.045
C -1.699453 -4.370037 -0.403381 0.0800 0.0189 0.0414 -0.040
C 0.103240 -5.477372 -1.772894 0.0104 0.0040 0.0066 -0.025
H -1.709528 -1.106606 -7.669214 0.0024 0.0070 -0.0519 0.089
H -1.421613 -0.023238 -6.316558 0.0084 0.0452 0.0274 0.072
H -2.590330 -1.335160 -6.156043 -0.0441 -0.0235 0.0142 0.093
H 0.819574 -1.524080 -7.739575 -0.0057 -0.0012 -0.0472 0.090
H 1.638848 -2.184100 -6.319726 0.0294 -0.0282 0.0142 0.092
H 1.060242 -0.517556 -6.312164 0.0032 0.0408 0.0132 0.070
H -0.848706 -3.352274 -7.750554 0.0014 0.0065 -0.0326 0.089
H -1.760976 -3.794229 -6.311762 -0.0411 -0.0016 0.0070 0.090
H -0.022139 -4.113891 -6.399575 0.0341 -0.0232 0.0207 0.089
H -0.308405 0.113883 -4.476950 0.0432 0.0828 -0.0181 0.090
H 0.929523 1.400475 -4.121015 -0.0163 -0.0835 -0.0518 0.096
H 0.521108 5.390929 -2.770387 -0.0029 0.0591 0.0008 0.088
H -0.641973 6.692211 -1.461969 -0.0226 -0.0092 -0.0395 0.089
H 1.065995 6.577165 -1.006051 0.0412 -0.0033 -0.0059 0.090
H -0.136514 7.074569 0.177520 -0.0101 0.0122 0.0204 0.092
H -2.289891 5.252718 -0.528297 -0.0206 0.0191 -0.0199 0.094
H -1.808796 5.434363 1.160214 -0.0023 0.0211 0.0350 0.092
H -1.942564 3.824935 0.429598 0.0168 -0.0250 0.0246 0.053
H 1.838343 4.916502 0.583867 0.0482 0.0083 -0.0226 0.095
H 0.799635 3.691050 1.304777 -0.0021 0.0233 0.0061 0.055
H 0.623552 5.394990 1.765500 -0.0092 0.0217 0.0597 0.088
H 3.356774 3.779660 -4.319972 0.0153 0.0268 0.0361 0.088
H 3.136986 3.743624 -6.072292 0.0267 0.0166 -0.0567 0.088
H 2.762804 2.317386 -5.109347 0.0020 -0.0527 0.0068 0.077
H 1.943780 5.904256 -4.356343 0.0372 0.0254 0.0372 0.087
H 0.289249 5.858894 -4.980359 -0.0500 0.0139 0.0047 0.092
H 1.655460 5.718771 -6.080279 0.0153 -0.0041 -0.0317 0.089
H 0.421384 2.252538 -6.092353 -0.0046 -0.0565 -0.0055 0.063
H 0.788658 3.673492 -7.060557 0.0169 0.0192 -0.0495 0.089
H -0.622112 3.671845 -5.996305 -0.0302 0.0214 0.0148 0.095
H -0.784243 -4.072809 -4.327657 -0.0053 -0.0936 -0.0355 0.091
H -3.012539 -4.471178 -2.845592 -0.0427 0.0349 0.0040 0.093
H -2.614783 -6.018627 -2.097704 -0.0121 -0.0406 0.0223 0.090
H -1.843497 -5.559991 -3.597024 0.0318 -0.0069 -0.0636 0.077
H -2.580567 -3.727676 -0.424830 -0.0393 0.0354 -0.0010 0.081
H -1.011804 -3.941967 0.312445 0.0392 -0.0046 0.0083 0.026
H -2.010331 -5.350260 -0.039643 -0.0172 -0.0445 0.0184 0.100
H 0.432717 -5.693447 -2.789341 0.0238 -0.0069 -0.0431 0.090
H -0.173282 -6.420952 -1.299836 -0.0238 -0.0456 0.0099 0.095
H 0.953862 -5.063376 -1.235366 0.0108 0.0186 0.0238 0.063
C -4.911405 0.928554 1.530120 -0.0937 -0.0313 0.0157 -0.146
C -3.548725 1.213118 0.902603 0.1159 0.0914 -0.0441 -0.336
Ge -2.622431 -0.403446 0.266888 -0.1964 -0.2658 -0.0176 1.018
C -3.393241 -1.032680 -1.422045 0.0436 0.0950 0.0119 -0.315
C -4.798453 -1.608027 -1.233482 -0.0981 0.0025 0.0068 -0.148
C -2.633332 -1.790980 1.642361 -0.0266 -0.0836 -0.0687 -0.220
C -1.688480 -2.458739 2.307311 -0.1043 0.1094 0.0491 -0.346
Ge 0.290086 -2.262586 2.075016 0.1294 0.1576 0.1864 1.108
C 1.444463 -1.924468 3.664884 0.0644 0.0323 -0.0521 -0.336
C 1.311257 -2.908481 4.829197 -0.0028 -0.0411 0.0529 -0.137
C 1.370643 -3.606667 1.096920 0.1134 0.1444 -0.0622 -0.325
C 1.277463 -5.077928 1.499494 -0.0498 -0.0664 0.0904 -0.150
C -2.062409 -3.418019 3.390929 0.0962 0.0035 0.0293 -0.241
C -1.203762 -4.457584 3.730168 0.0998 -0.1838 -0.1515 -0.079
C -1.520987 -5.375637 4.720745 -0.0154 0.0221 -0.0319 -0.059
C -2.712201 -5.258414 5.413501 -0.0237 0.0418 -0.0063 -0.069
C -3.572076 -4.208074 5.113084 0.0270 -0.0690 0.0525 -0.065
C -3.251152 -3.298532 4.123714 0.0808 0.1354 -0.0537 -0.033
H -5.331251 1.839856 1.958530 -0.0132 0.0251 -0.0102 0.077
H -4.838655 0.198264 2.337260 -0.0050 -0.0306 0.0423 0.060
H -5.631590 0.550110 0.805210 0.0120 -0.0198 0.0057 0.058
H -2.905416 1.714108 1.621048 0.0624 -0.0064 0.0082 0.016
H -3.635290 1.889314 0.048553 -0.0108 -0.0320 -0.0066 0.074
H -2.748764 -1.789187 -1.861376 0.0663 -0.0229 -0.0011 0.044
H -3.406864 -0.190223 -2.117814 -0.0074 0.0117 0.0294 0.080
H -4.819321 -2.384995 -0.468212 -0.0089 -0.0449 0.0359 0.063
H -5.150658 -2.062546 -2.160548 -0.0057 0.0125 -0.0192 0.076
H -5.523337 -0.844038 -0.952928 0.0049 -0.0064 0.0156 0.056
H -3.656889 -2.067263 1.893786 -0.0989 -0.0482 0.0928 0.067
H 1.354504 -0.914477 4.052757 -0.0781 0.0063 -0.0558 0.011
H 2.455863 -1.987829 3.249379 -0.0638 0.0263 -0.0042 0.061
H 0.307169 -2.912858 5.253074 0.0252 0.0139 0.0230 0.064
H 2.007003 -2.621150 5.619518 0.0143 -0.0045 0.0034 0.082
H 1.554146 -3.931939 4.542137 -0.0266 -0.0024 -0.0042 0.063
H 2.397362 -3.284058 1.277554 -0.1444 0.0059 -0.0175 0.039
H 1.186359 -3.488337 0.033374 -0.0387 0.0290 0.0075 0.036
H 1.618000 -5.245719 2.523499 -0.0174 0.0101 -0.0130 0.067
H 1.931647 -5.662409 0.851582 0.0138 -0.0210 -0.0077 0.082
H 0.272107 -5.486745 1.401273 0.0205 -0.0106 -0.0455 0.061
H -0.260218 -4.585181 3.205337 -0.2419 0.0554 0.0774 0.056
H -0.833002 -6.178277 4.945701 0.0312 -0.0435 0.0233 0.113
H -2.966304 -5.965661 6.189798 -0.0110 -0.0302 0.0271 0.109
H -4.494903 -4.090390 5.664592 -0.0214 -0.0021 0.0119 0.109
H -3.927046 -2.472559 3.948981 0.0160 0.0680 -0.1019 0.109
C 4.468093 2.315191 -0.593137 0.1261 0.0270 -0.0010 -0.144
C 3.101992 1.716061 -0.932407 -0.1377 -0.0081 -0.0103 -0.322
Ge 2.521112 0.335324 0.349297 0.2025 0.0619 0.2485 1.002
C 3.637618 -1.284488 0.229126 -0.0939 -0.0541 0.0176 -0.358
C 5.081453 -1.010475 -0.182155 0.0480 0.0319 -0.0452 -0.160
C 2.724149 1.108045 2.125047 0.1704 -0.1891 0.0113 -0.233
C 1.884920 1.392335 3.117954 0.0040 0.1030 -0.0522 -0.338
Ge -0.082515 1.063009 3.030712 -0.0296 -0.1466 0.0294 1.078
C -1.081352 2.758026 3.091103 -0.0805 -0.0774 -0.0709 -0.336
C -0.501097 3.809093 4.037833 0.0274 0.0511 0.0236 -0.140
C -1.199843 -0.060811 4.242427 -0.0761 -0.0849 -0.0604 -0.354
C -1.367105 0.340208 5.706726 -0.0094 0.1237 0.0105 -0.138
C 2.372914 2.098230 4.337886 -0.0459 -0.0184 0.0398 -0.254
C 3.503105 2.923055 4.319907 -0.0468 0.0230 -0.1045 -0.033
C 3.942158 3.550217 5.470353 -0.0083 0.0184 0.0773 -0.065
C 3.262300 3.381863 6.670666 0.0174 0.0161 -0.0230 -0.071
C 2.128089 2.590852 6.700177 -0.0051 -0.0293 -0.0187 -0.061
C 1.691869 1.967404 5.540864 -0.0296 -0.1452 0.1206 -0.072
H 4.633620 3.212492 -1.192699 0.0073 -0.0127 -0.0188 0.075
H 5.291257 1.631571 -0.794364 -0.0320 0.0246 0.0241 0.052
H 4.531599 2.620114 0.451771 0.0057 0.0219 0.0415 0.058
H 3.086035 1.317117 -1.947449 0.0091 -0.0454 0.0016 0.073
H 2.364816 2.514568 -0.899488 -0.1125 0.0326 -0.0256 0.048
H 3.180732 -1.994364 -0.463146 -0.0321 0.0260 0.0195 0.061
H 3.614988 -1.742656 1.220102 0.0172 0.0481 -0.0314 0.038
H 5.141542 -0.639486 -1.204888 0.0042 0.0203 -0.0229 0.070
H 5.668846 -1.927682 -0.131326 0.0184 -0.0310 -0.0163 0.076
H 5.563163 -0.279194 0.466466 0.0191 0.0033 0.0362 0.066
H 3.774232 1.337661 2.312646 0.0615 0.0771 0.0550 0.065
H -2.091984 2.499200 3.418501 0.0066 -0.0321 -0.0418 0.066
H -1.151339 3.152909 2.084705 0.0095 0.0001 0.0125 0.007
H -0.581991 3.511957 5.083213 0.0157 -0.0054 0.0028 0.061
H -1.047770 4.745811 3.919253 -0.0295 0.0299 -0.0020 0.079
H 0.548827 4.011057 3.836733 0.0262 0.0492 -0.0132 0.059
H -0.978286 -1.121917 4.198288 0.1204 0.0580 0.0025 0.011
H -2.172030 0.052415 3.747252 0.0622 -0.0369 -0.0364 0.058
H -0.479680 0.124828 6.299711 0.0026 -0.0316 0.0381 0.063
H -2.184582 -0.238349 6.139587 -0.0240 -0.0043 0.0072 0.080
H -1.617737 1.395392 5.828820 0.0463 0.0306 0.0065 0.070
H 4.033184 3.112011 3.396437 -0.0241 -0.0520 -0.0702 0.107
H 4.815255 4.186465 5.429088 0.0307 0.0210 -0.0001 0.109
H 3.608585 3.876598 7.566808 0.0123 0.0165 0.0323 0.108
H 1.576330 2.457563 7.620108 -0.0201 0.0028 0.0493 0.110
H 0.795812 1.363449 5.589577 0.0763 -0.0003 -0.0339 0.059
```
Positions in Å, forces in eV/Å.